C47H40N9O2ReS2 | ωB97M-V with the def2-TZVPD basis set

Geometry as ORCA input:
```
! RIJCOSX wB97M-V def2-TZVPD def2/J DEFGRID3
* xyz 3 2
Re 0.057 0.808 0.105
C 1.486 2.585 2.741
C 0.402 1.642 3.159
C 0.188 1.387 4.511
C -0.867 0.595 4.917
C -1.764 0.133 3.963
C -1.516 0.425 2.641
N -0.402 1.091 2.229
C -2.495 0.248 1.557
C -3.814 -0.161 1.673
C -4.657 -0.008 0.580
C -4.199 0.625 -0.568
C -2.869 1.004 -0.617
N -2.037 0.729 0.396
C -2.210 1.871 -1.601
C -2.809 2.472 -2.686
C -2.075 3.393 -3.423
C -0.782 3.702 -3.037
C -0.218 3.058 -1.945
C 1.146 3.395 -1.432
N -0.918 2.134 -1.266
H 1.558 3.391 3.470
H 1.274 3.026 1.768
H 2.456 2.092 2.694
H 0.848 1.842 5.237
H -1.028 0.386 5.966
H -2.649 -0.415 4.251
H -4.192 -0.554 2.606
H -5.691 -0.320 0.649
H -4.872 0.846 -1.384
H -3.835 2.248 -2.943
H -2.521 3.885 -4.276
H -0.206 4.448 -3.566
H 1.132 4.383 -0.969
H 1.885 3.408 -2.232
H 1.489 2.683 -0.667
N -1.171 -3.250 -0.101
C -1.028 -1.989 -0.510
N -0.313 -1.269 0.338
C 0.027 -2.137 1.396
C 0.727 -1.944 2.589
C 0.872 -3.028 3.428
C 0.346 -4.292 3.108
C -0.358 -4.495 1.943
C -0.508 -3.393 1.105
H -1.600 -3.969 -0.666
H -1.450 -1.655 -1.438
H 1.133 -0.979 2.857
H 1.399 -2.907 4.365
H 0.488 -5.114 3.795
H -0.777 -5.460 1.693
N 1.430 -1.607 -6.710
C 2.220 -1.535 -5.620
O 3.321 -2.031 -5.535
C 1.655 -0.832 -4.402
C 2.560 -0.400 -3.443
C 2.100 0.101 -2.248
N 0.789 0.183 -1.935
C -0.073 -0.180 -2.897
C 0.308 -0.680 -4.128
H 1.809 -2.051 -7.532
H 0.595 -1.059 -6.815
H 3.620 -0.498 -3.631
H 2.793 0.431 -1.493
H -1.126 -0.091 -2.672
H -0.464 -1.011 -4.810
N 1.270 -3.779 -2.907
C 0.065 -4.055 -3.491
N -1.025 -3.404 -3.212
C -2.069 -3.880 -4.011
C -3.378 -3.405 -3.986
C -4.313 -3.965 -4.838
C -3.958 -4.989 -5.718
C -2.661 -5.469 -5.760
C -1.729 -4.903 -4.902
S -0.035 -5.277 -4.730
H 1.238 -3.308 -2.016
H 2.024 -4.434 -3.028
H -3.655 -2.611 -3.301
H -5.334 -3.609 -4.824
H -4.705 -5.415 -6.374
H -2.385 -6.261 -6.443
C 11.143 -1.093 2.565
C 9.842 -0.689 1.959
O 9.644 -0.001 1.018
S 8.439 -1.402 3.001
C 6.941 -0.916 2.334
C 6.740 -0.114 1.180
C 5.472 0.186 0.778
C 4.339 -0.286 1.493
C 4.545 -1.096 2.645
C 5.807 -1.401 3.048
C 3.055 0.042 1.079
C 1.915 0.333 0.699
H 11.950 -0.586 2.041
H 11.259 -2.174 2.471
H 11.165 -0.844 3.627
H 7.586 0.257 0.628
H 5.324 0.807 -0.097
H 3.689 -1.469 3.191
H 5.963 -2.018 3.924
*
```

Computed properties:
M = 1013.2 g/mol
LUMO level (spin up / spin down) = -8.4 / -10.0 eV
E = -90673.8548 eV
relative energy (zero: lowest compared OMol25 entry of this formula, charge and spin) = 0.0000 eV
HOMO level (spin up / spin down) = -14.03 / -14.03 eV
expectation value of S² = 0.807

C47H41F40NO10 | ωB97M-V with the def2-TZVPD basis set

Geometry as ORCA input:
```
! RIJCOSX wB97M-V def2-TZVPD def2/J DEFGRID3
* xyz 0 1
C -3.628 -0.094 -1.967
C -2.333 0.435 -1.427
O -2.217 1.542 -1.004
O -1.320 -0.434 -1.498
C -0.237 -0.180 -0.557
C 0.765 0.744 -1.240
C 1.794 1.512 -0.450
C 2.684 2.370 -1.201
C 2.567 2.456 -2.719
C 3.698 3.255 -3.338
O 4.761 2.729 -3.481
N 3.510 4.587 -3.726
C 4.557 5.460 -3.151
C 2.165 5.112 -3.423
C 3.644 3.178 -0.535
C 3.740 3.205 0.889
C 2.867 2.379 1.623
C 1.928 1.527 0.948
C 1.115 0.680 1.868
O 1.032 -0.518 1.798
C 0.546 1.432 3.031
C -0.792 1.300 3.470
C -1.217 2.075 4.580
C -0.296 2.930 5.249
C 1.053 3.058 4.819
C 1.471 2.309 3.692
C 2.851 2.397 3.123
O 3.837 2.456 3.790
H -3.469 -0.611 -2.913
H -4.145 -0.727 -1.248
H -4.264 0.766 -2.172
H -0.685 0.214 0.351
H 0.197 -1.161 -0.381
H 1.290 0.165 -2.005
H 0.178 1.473 -1.802
H 1.574 2.827 -2.964
H 2.631 1.457 -3.156
H 5.319 4.889 -2.625
H 5.058 6.041 -3.928
H 4.118 6.171 -2.449
H 1.432 4.692 -4.110
H 1.880 4.902 -2.389
H 2.160 6.194 -3.541
H 4.327 3.818 -1.077
H 4.454 3.845 1.392
H -1.457 0.623 2.944
H -2.248 1.995 4.900
H -0.641 3.510 6.098
H 1.749 3.719 5.320
F -2.311 -4.215 3.715
C -1.742 -3.102 3.203
F -1.566 -2.224 4.218
C -2.637 -2.461 2.142
F -3.785 -2.005 2.690
F -1.944 -1.368 1.696
C -2.951 -3.291 0.896
O -4.201 -3.955 0.853
C -4.383 -5.205 1.374
F -3.215 -5.787 1.709
F -4.936 -5.964 0.402
C -5.378 -5.208 2.540
F -4.974 -4.384 3.522
F -5.456 -6.463 3.037
H -0.764 -3.353 2.778
H -3.019 -2.563 0.089
H -2.123 -3.950 0.633
H -6.363 -4.893 2.189
F 5.635 -4.917 2.765
C 6.021 -5.371 1.558
F 7.311 -5.007 1.368
C 5.175 -4.779 0.426
F 5.383 -3.451 0.329
F 5.667 -5.346 -0.716
C 3.666 -5.074 0.421
O 2.801 -4.057 0.930
C 2.495 -3.954 2.263
F 2.920 -5.022 2.956
F 1.136 -3.920 2.369
C 2.969 -2.634 2.872
F 4.306 -2.505 2.724
F 2.696 -2.652 4.202
H 5.960 -6.463 1.549
H 3.411 -5.132 -0.632
H 3.448 -6.056 0.839
H 2.470 -1.777 2.418
F -7.784 3.412 -1.621
C -7.511 4.714 -1.844
F -8.390 5.455 -1.132
C -7.658 5.069 -3.326
F -8.946 4.945 -3.708
F -7.335 6.393 -3.410
C -6.744 4.349 -4.327
O -7.275 3.246 -5.033
C -7.245 1.979 -4.517
F -6.483 1.905 -3.410
F -6.668 1.187 -5.449
C -8.652 1.423 -4.278
F -9.346 2.220 -3.445
F -8.545 0.200 -3.711
H -6.499 4.938 -1.494
H -6.558 5.088 -5.105
H -5.772 4.120 -3.888
H -9.187 1.340 -5.226
F -0.280 -10.236 -0.487
C -1.364 -9.760 -1.135
F -2.120 -10.814 -1.518
C -0.964 -8.969 -2.382
F -0.385 -9.788 -3.285
F -2.136 -8.531 -2.924
C -0.097 -7.713 -2.195
O 1.289 -7.853 -2.422
C 2.154 -8.252 -1.445
F 1.575 -8.263 -0.230
F 3.156 -7.338 -1.398
C 2.830 -9.587 -1.776
F 1.917 -10.556 -1.960
F 3.624 -9.937 -0.738
H -1.947 -9.140 -0.455
H -0.425 -7.038 -2.984
H -0.311 -7.204 -1.254
H 3.434 -9.485 -2.680
F 3.645 5.687 2.774
C 4.239 6.527 3.649
F 3.941 6.106 4.899
C 3.730 7.962 3.482
F 2.423 8.032 3.812
F 4.421 8.696 4.401
C 3.963 8.653 2.130
O 2.887 8.670 1.211
C 2.674 7.636 0.347
F 3.702 6.766 0.332
F 2.583 8.158 -0.899
C 1.344 6.929 0.623
F 1.303 6.470 1.888
F 1.244 5.870 -0.212
H 5.323 6.484 3.513
H 4.108 9.703 2.380
H 4.891 8.322 1.663
H 0.504 7.607 0.464
*
```

Computed properties:
M = 1539.8 g/mol
SMILES = CC(=O)OCCc1c(CC(=O)N(C)C)ccc2c1C(=O)c1ccccc1C2=O.FC(F)C(F)(F)COC(F)(F)C(F)F.FC(F)C(F)(F)COC(F)(F)C(F)F.FC(F)C(F)(F)COC(F)(F)C(F)F.FC(F)C(F)(F)COC(F)(F)C(F)F.FC(F)C(F)(F)COC(F)(F)C(F)F
LUMO level = -0.6 eV
E = -180068.9059 eV
HOMO level = -9.32 eV

C47H41N5O3RuTe | ωB97M-V with the def2-TZVPD basis set

Geometry as ORCA input:
```
! RIJCOSX wB97M-V def2-TZVPD def2/J DEFGRID3
* xyz 1 2
Ru -0.461 0.376 -0.992
O -1.233 2.140 4.598
C -2.167 2.952 4.050
C -2.948 3.756 4.877
C -3.916 4.582 4.349
C -4.138 4.612 2.978
C -3.369 3.820 2.152
C -2.360 2.982 2.656
C -1.586 2.137 1.728
O -1.799 2.208 0.414
N -0.797 1.224 2.172
N -0.150 0.496 1.170
C 0.787 -0.217 1.612
C 1.714 -0.759 0.609
C 2.803 -1.518 0.960
C 3.716 -1.876 -0.023
C 3.508 -1.446 -1.317
C 2.376 -0.698 -1.601
N 1.486 -0.378 -0.657
H -1.191 2.321 5.545
H -2.786 3.720 5.949
H -4.504 5.204 5.012
H -4.911 5.242 2.560
H -3.535 3.843 1.088
H 0.967 -0.310 2.681
H 2.939 -1.813 1.993
H 4.584 -2.474 0.226
H 4.209 -1.681 -2.106
H 2.153 -0.348 -2.600
C -0.298 -3.854 0.033
C 0.110 -4.366 -1.194
C 0.001 -3.579 -2.318
C -0.494 -2.279 -2.212
N -0.849 -1.764 -1.005
C -0.755 -2.560 0.073
C -0.610 -1.361 -3.346
C -0.688 -1.787 -4.672
C -0.827 -0.846 -5.678
C -0.889 0.505 -5.345
C -0.836 0.919 -4.019
C -0.691 -0.011 -2.992
H -0.261 -4.443 0.939
H 0.513 -5.369 -1.265
H 0.325 -3.945 -3.282
H -1.097 -2.125 1.006
H -0.664 -2.843 -4.920
H -0.899 -1.162 -6.710
H -0.995 1.247 -6.128
H -0.906 1.977 -3.794
C -8.498 0.096 2.162
C -7.230 0.279 1.367
C -7.238 0.906 0.134
C -6.088 1.052 -0.640
C -6.248 1.750 -1.972
C -4.885 0.528 -0.143
Te -3.259 0.612 -1.504
N -1.745 3.475 -0.311
C -0.838 3.289 -1.222
O -0.012 2.287 -1.346
C -0.717 4.379 -2.234
C -1.722 5.332 -2.388
C -1.643 6.260 -3.415
C -0.567 6.240 -4.294
C 0.442 5.301 -4.132
C 0.365 4.369 -3.107
C -3.941 -0.894 -2.816
C -4.036 -0.483 -4.144
C -4.394 -1.381 -5.138
C -4.660 -2.698 -4.800
C -4.581 -3.102 -3.475
C -4.228 -2.219 -2.456
C -4.231 -2.718 -1.037
C -4.836 -0.077 1.126
C -3.594 -0.608 1.787
C -6.016 -0.189 1.851
H -9.336 0.613 1.699
H -8.383 0.472 3.179
H -8.755 -0.963 2.234
H -8.173 1.300 -0.254
H -6.997 2.538 -1.884
H -6.593 1.049 -2.738
H -5.328 2.201 -2.332
H -2.559 5.338 -1.704
H -2.428 6.996 -3.535
H -0.517 6.957 -5.104
H 1.287 5.290 -4.808
H 1.143 3.629 -2.973
H -3.824 0.548 -4.403
H -4.461 -1.051 -6.168
H -4.937 -3.412 -5.566
H -4.811 -4.130 -3.215
H -4.113 -3.803 -1.008
H -5.174 -2.468 -0.543
H -3.433 -2.268 -0.455
H -2.767 -0.718 1.090
H -3.793 -1.578 2.248
H -3.270 0.061 2.581
H -5.982 -0.663 2.829
*
```

Computed properties:
M = 952.5 g/mol
LUMO level (spin up / spin down) = -3.4 / -3.4 eV
E = -72866.0187 eV
relative energy (zero: lowest compared OMol25 entry of this formula, charge and spin) = 0.6665 eV
HOMO level (spin up / spin down) = -10.29 / -10.22 eV
expectation value of S² = 0.756

C47H42BGeO4PReSi | ωB97M-V with the def2-TZVPD basis set

Geometry as ORCA input:
```
! RIJCOSX wB97M-V def2-TZVPD def2/J DEFGRID3
* xyz 1 1
Re -0.679 0.535 -0.730
O 1.847 0.398 -3.817
C 1.448 -0.114 -2.810
O 0.185 0.169 -2.397
C 2.293 -1.037 -1.981
C 3.574 -1.244 -2.493
C 4.492 -2.038 -1.830
C 4.136 -2.634 -0.632
C 2.864 -2.445 -0.117
C 1.926 -1.655 -0.775
P 0.256 -1.497 -0.053
C 0.343 -1.892 1.708
C -0.013 -0.923 2.643
C 0.039 -1.205 4.000
C 0.446 -2.457 4.434
C 0.795 -3.433 3.508
C 0.740 -3.156 2.153
C -0.647 -2.881 -0.825
C -1.439 -3.757 -0.085
C -2.129 -4.782 -0.720
C -2.051 -4.930 -2.095
C -1.277 -4.051 -2.841
C -0.576 -3.037 -2.212
H 3.830 -0.758 -3.423
H 5.479 -2.185 -2.247
H 4.845 -3.246 -0.090
H 2.617 -2.905 0.829
H -0.343 0.050 2.304
H -0.240 -0.444 4.718
H 0.492 -2.676 5.492
H 1.106 -4.413 3.842
H 0.997 -3.933 1.442
H -1.529 -3.644 0.987
H -2.734 -5.461 -0.133
H -2.594 -5.728 -2.585
H -1.212 -4.159 -3.916
H 0.027 -2.370 -2.812
C 2.609 1.012 1.011
Si 1.038 1.915 0.516
C 0.494 2.870 2.024
C 1.568 3.118 -0.831
H 3.245 1.754 1.504
H 3.164 0.624 0.158
H 2.446 0.200 1.721
H 1.371 3.428 2.366
H 0.179 2.219 2.842
H -0.303 3.583 1.828
H 2.297 3.809 -0.399
H 0.764 3.721 -1.258
H 2.063 2.594 -1.654
O -3.775 -1.345 -1.266
B -3.182 -1.052 -0.053
O -3.546 -1.946 0.939
C -4.433 -2.806 0.323
C -5.096 -3.880 0.865
C -5.909 -4.605 -0.006
C -6.034 -4.253 -1.347
C -5.358 -3.156 -1.879
C -4.565 -2.450 -1.006
H -4.987 -4.147 1.907
H -6.457 -5.458 0.371
H -6.674 -4.841 -1.991
H -5.444 -2.875 -2.919
C -2.199 0.132 0.177
Ge -3.355 1.872 0.250
C -2.965 2.255 -1.621
C -3.700 1.794 -2.708
C -3.185 1.904 -3.994
C -1.921 2.438 -4.217
C -1.167 2.892 -3.148
C -1.689 2.802 -1.861
C -5.141 1.229 0.626
C -6.199 1.727 -0.137
C -7.505 1.354 0.144
C -7.768 0.490 1.197
C -6.727 0.015 1.981
C -5.420 0.386 1.700
C -2.905 3.339 1.411
C -2.687 4.615 0.896
C -2.453 5.685 1.750
C -2.433 5.484 3.123
C -2.669 4.218 3.645
C -2.913 3.153 2.793
H -4.663 1.324 -2.561
H -3.771 1.552 -4.833
H -1.526 2.497 -5.222
H -0.172 3.288 -3.305
H -1.136 3.247 -1.038
H -6.013 2.422 -0.948
H -8.318 1.740 -0.457
H -8.786 0.197 1.415
H -6.932 -0.644 2.815
H -4.620 0.004 2.321
H -2.716 4.789 -0.173
H -2.288 6.674 1.344
H -2.247 6.316 3.788
H -2.671 4.066 4.717
H -3.113 2.173 3.213
*
```

Computed properties:
M = 999.5 g/mol
LUMO level = -3.3 eV
E = -134097.2725 eV
relative energy (zero: lowest compared OMol25 entry of this formula, charge and spin) = 0.0000 eV
HOMO level = -11.03 eV